Record 1
Density functional theory data (the ωB97M-V functional and the def2-TZVPD basis) for the molecule C4H10N2O.

```
17
C4H10N2O the ωB97M-V functional and the def2-TZVPD basis
H 0.5468 2.5147 -0.9759
C 0.1294 -1.1807 1.2354
H -0.8888 -0.4372 -2.2445
H 0.6557 -0.4306 1.8013
H 0.9126 1.7361 0.7697
C -0.7788 -0.2970 0.3496
H 1.0221 -2.9324 0.7669
O -0.0659 1.3975 -2.6626
H 1.6876 -1.5202 -0.1757
N 1.1340 -1.9723 0.5195
H -1.2633 0.3467 1.1379
N -0.0637 0.5511 -0.5250
H -1.6769 -0.9344 -0.1249
C -0.2863 0.4781 -1.9241
H -0.6668 2.3854 0.3302
H -0.6726 -1.6641 1.8059
C 0.2748 1.9591 -0.0835
```

The value obtained for the HOMO-LUMO gap is 9.7 eV. The energy relative to the best compared isomer or geometry (same formula, charge and spin) comes out at 57.9 kcal/mol. As for the spin multiplicity: 1. Its HOMO energy is -8.7 eV. Its LUMO energy is 0.942 eV. The structure (SMILES) is CN(C=O)CCN.

=====

Record 2
Density functional theory data (the ωB97M-V functional and the def2-TZVPD basis) for a structure of composition C10H32B5CuF16N3O3.

```
70
C10H32B5CuF16N3O3 the ωB97M-V functional and the def2-TZVPD basis
F -1.4483 -25.4635 25.4507
F 1.4224 -20.7643 20.2370
C -2.1114 -21.1682 23.2973
C -7.3931 -23.4393 21.8724
B -0.3168 -25.1332 19.6232
H -2.2448 -23.2302 17.5669
H -5.8667 -21.8915 21.8916
C -6.9293 -22.0464 21.7159
C -3.5345 -21.4121 17.5520
H -2.8258 -21.2825 24.1025
O -8.4644 -23.8416 21.5767
H -5.6952 -20.9261 17.6340
H -7.0652 -24.8489 24.3589
H -5.3410 -24.8498 24.2361
H -6.5186 -25.3825 22.0989
Cu -2.0251 -25.6769 21.6434
C -2.5374 -22.3655 16.9531
F -0.5859 -23.8980 19.0226
C -1.9507 -17.3926 23.2452
H -2.9080 -22.8901 16.0716
F -0.0651 -19.3887 21.2661
F -1.5027 -25.8730 19.5728
B -5.0287 -27.3284 20.8540
O -5.3896 -22.6715 18.4975
C -5.0229 -21.7758 17.4746
B -3.5912 -23.9386 21.3355
H -1.5331 -21.9625 16.8088
H -2.8787 -16.8358 23.1147
F -0.3868 -20.0369 19.1017
H -3.3601 -20.4979 16.9790
C -2.2180 -18.7192 23.8871
F -6.1297 -27.1651 21.7316
F -1.2878 -24.5643 23.3300
N -3.1656 -21.1338 18.9945
H -3.9363 -20.5379 19.2934
H -4.2323 -24.5095 18.5682
H -1.3354 -21.9156 23.1895
N -6.4014 -24.4125 22.4501
H -6.2239 -23.2496 24.2184
H -0.7672 -19.6020 22.7484
H -1.5135 -17.5369 22.2545
B -2.1626 -25.0362 24.3423
F -4.8873 -28.6745 20.4850
H -2.6034 -20.9563 22.3556
F -2.8722 -26.1096 23.7838
C -5.1565 -24.0596 18.2156
H -3.0430 -21.9331 19.6337
H -5.4797 -24.1626 21.9990
H -6.0581 -24.5038 18.6329
H -7.1355 -21.6483 20.7260
H -1.3340 -16.6713 23.7829
F -5.2298 -26.5005 19.7548
O -3.0832 -18.8931 24.6709
H -0.5702 -19.9648 24.2808
C -6.2271 -24.2955 23.9375
B 0.0607 -20.4760 20.3689
H -5.2886 -22.0692 16.4546
H -2.3037 -20.5752 19.0070
H -2.6084 -23.3324 21.4084
F -0.0921 -25.0049 21.0262
F -3.0774 -24.0011 24.6574
N -1.3203 -19.8606 23.5918
H -7.5078 -21.4997 22.4676
H -5.2142 -24.2348 17.1354
H -3.6078 -24.9247 20.7637
F -0.6952 -21.5699 20.7739
F 0.7974 -25.7634 19.1296
H -3.8959 -24.3160 22.3858
H -4.4751 -23.3441 20.8899
F -3.8600 -26.8935 21.5063
```

The value obtained for the HOMO-LUMO gap (spin up / spin down) is 9.7 / 7.3 eV. As for the spin multiplicity: 2. Its HOMO energy (spin up / spin down) is -10.9 / -10.8 eV. Its LUMO energy (spin up / spin down) is -1.138 / -3.505 eV. As for the expectation value of S²: 0.751.

=====

Record 3
Density functional theory data (the ωB97M-V functional and the def2-TZVPD basis) for a structure of composition C2H5FN2S.

```
11
C2H5FN2S the ωB97M-V functional and the def2-TZVPD basis
C -0.0520 0.4449 0.3363
S 0.2582 2.2503 0.4384
H 0.0244 1.5221 -1.5877
F -1.1795 -1.6448 0.9083
C -0.2657 -0.4251 1.5578
H -0.9111 0.2030 2.1493
H 0.8455 -1.0844 2.0121
H 1.4048 -0.1208 -2.3966
H -0.2477 -1.1756 -0.5328
N -0.0104 -0.2827 -0.7895
N 0.1336 0.3131 -2.0957
```

The value obtained for the HOMO-LUMO gap is 8.5 eV. The energy relative to the best compared isomer or geometry (same formula, charge and spin) comes out at 117.3 kcal/mol. As for the spin multiplicity: 1. Its HOMO energy is -8.9 eV. Its LUMO energy is -0.449 eV.

=====

Taking the records one at a time from the top gives max |F| values of 3.65 2.58 5.31 eV Å⁻¹.